[1]
104
Properties=species:S:1:pos:R:3:forces:R:3:mulliken_spin:R:1 method="wB97M-V/def2-TZVPD" e_lumo_ev="-0.453 / -0.455" spin_multiplicity=2 s_squared=0.7527 total_energy_ev=-112204.5498 charge=0 fmax_ev_per_a=7.909
C -1.22627 0.67734 -3.71753 -0.1 1.1 -0.3 0.00
C 0.07951 0.37277 -4.44248 -0.1 -4.0 -0.7 0.00
O 0.34539 -0.77075 -4.84084 -0.1 4.0 1.1 0.00
N 1.12285 1.48406 -4.65705 1.0 -1.3 0.8 0.00
H 0.83315 2.00289 -5.47375 0.4 0.0 -1.0 0.00
H 0.97357 2.19423 -3.95459 0.1 1.0 1.7 0.00
C 2.67282 1.06846 -4.59603 -1.6 0.5 -0.8 0.00
H -1.36256 1.70315 -3.37512 0.7 0.1 0.5 0.00
H -1.41195 -0.04120 -2.91921 0.6 0.0 0.1 0.00
H -2.11945 0.61761 -4.33943 0.4 -0.5 -0.8 0.00
H 3.28958 1.96584 -4.64528 -0.5 0.2 -0.1 0.00
H 2.83872 0.44377 -5.47373 0.0 -0.1 0.3 0.00
H 2.91770 0.59104 -3.64724 -0.7 -0.1 -0.1 0.00
C 2.20232 -1.45742 3.93543 -0.5 1.7 0.2 -0.13
C 0.75638 -1.72401 4.33601 5.1 5.5 1.3 1.10
O 0.30738 -2.79342 4.43391 -4.1 -6.8 0.0 0.02
N -0.16400 -0.47428 4.33230 -1.8 -1.2 1.2 -0.24
H 0.29686 0.31931 4.75411 0.1 0.1 0.0 -0.01
H -0.39808 -0.30367 3.36472 -0.3 0.6 -1.0 0.05
C -1.47372 -0.82709 5.09561 1.1 0.3 0.2 0.13
H 2.27556 -1.04221 2.93028 0.2 -0.3 -0.8 0.07
H 2.90981 -2.27093 4.09583 -0.6 -0.4 -0.2 0.00
H 2.62891 -0.65392 4.53585 0.0 0.3 0.3 0.01
H -2.13883 0.01639 5.28070 0.2 0.4 -0.8 -0.03
H -1.21148 -1.13551 6.10764 0.4 -0.4 -0.2 -0.03
H -1.98702 -1.64550 4.59080 0.3 0.2 -0.1 0.05
C -8.39904 -1.95717 3.30026 -0.9 0.2 0.9 0.00
C -7.10049 -1.33689 2.81576 -0.8 0.2 0.5 0.00
C -6.68018 -1.75540 1.45716 2.9 -0.4 0.1 0.00
N -5.39792 -0.99495 0.94537 -1.3 0.3 -2.3 -0.02
C -4.11954 -1.09055 1.80260 -0.6 0.3 -0.1 0.01
C -5.90633 0.44754 0.53230 0.5 -1.8 1.8 0.00
C -4.97293 0.91783 -0.55790 -0.7 -0.4 1.7 0.00
C -4.34578 -0.38668 -1.17833 0.8 1.7 0.3 0.00
C -5.01516 -1.56306 -0.44881 -0.1 0.7 -0.9 0.00
H -8.34882 -1.66482 4.34912 -0.5 -0.6 0.3 0.00
H -8.50317 -3.03873 3.21376 0.5 0.0 0.1 0.00
H -9.36570 -1.55453 2.99768 0.3 0.3 -0.7 0.00
H -6.46656 -1.62076 3.65578 0.9 0.3 -0.7 0.00
H -7.26234 -0.25910 2.79916 0.2 0.1 0.3 0.00
H -7.50488 -1.59294 0.76318 0.5 -0.2 -0.3 0.00
H -6.21459 -2.74073 1.43621 -1.1 -0.6 0.1 0.00
H -3.91365 -2.14948 1.95869 -0.2 0.1 0.2 0.00
H -4.17000 -0.51709 2.72817 -0.7 -0.3 0.1 0.02
H -3.23341 -0.65798 1.33808 -0.3 -0.1 -0.8 -0.01
H -5.82590 0.96420 1.48870 -0.1 0.6 -0.3 0.00
H -6.96766 0.33317 0.31186 0.2 -0.1 -0.3 0.00
H -4.32045 1.49557 0.09677 0.9 0.3 -1.2 0.00
H -5.58675 1.58961 -1.15793 0.7 -0.1 -0.5 0.00
H -3.26559 -0.32032 -1.04841 0.0 -0.3 0.2 0.00
H -4.49261 -0.30881 -2.25558 -0.3 -0.7 0.1 0.00
H -4.54312 -2.54437 -0.40092 0.8 0.4 0.5 0.00
H -5.83056 -1.79018 -1.13557 -1.1 0.2 1.0 0.00
C 5.98438 0.50882 2.57624 -1.4 -0.2 -0.1 0.00
C 5.08137 -0.55211 1.79852 1.3 -0.2 0.3 0.03
C 6.00749 -1.18551 0.77577 1.0 0.0 -1.1 -0.01
N 5.37789 -2.08365 -0.29144 -1.0 0.0 1.1 -0.01
C 4.96104 -3.34910 0.44412 -0.7 -0.4 0.0 -0.01
C 6.28726 -2.39474 -1.46159 -0.7 1.3 -0.1 0.00
C 5.25314 -2.69913 -2.59905 0.7 -0.3 -0.5 0.00
C 3.87678 -2.21424 -2.12434 -0.6 -0.6 -0.4 0.00
C 4.19738 -1.36661 -0.95458 -0.2 0.7 0.1 -0.01
H 5.92615 1.47936 2.08353 0.7 -0.3 -0.8 0.00
H 6.99265 0.12690 2.73634 0.0 0.2 -0.2 0.00
H 5.61747 0.87376 3.53555 -0.4 -1.0 0.3 0.00
H 4.25919 -0.08402 1.25723 -0.1 0.1 0.5 -0.01
H 4.75461 -1.41621 2.37703 -0.5 0.6 0.6 -0.01
H 6.76837 -1.85427 1.17815 0.0 0.3 0.6 0.00
H 6.55329 -0.38177 0.28159 -0.1 -0.1 -0.5 0.00
H 5.80470 -3.71395 1.02998 -0.1 0.3 0.0 0.00
H 4.60833 -4.20078 -0.13754 0.4 0.4 -1.0 0.00
H 4.07416 -3.18679 1.05667 0.3 0.6 0.3 0.02
H 7.15068 -3.01951 -1.23295 -0.8 -0.9 0.2 0.00
H 6.81115 -1.44926 -1.60196 -0.3 0.3 -0.5 0.00
H 5.30087 -3.72471 -2.96512 -0.1 -0.1 0.3 0.00
H 5.46397 -2.08483 -3.47443 0.5 -0.1 0.1 0.00
H 3.10770 -2.91865 -1.80743 0.4 -0.7 -0.1 0.00
H 3.38211 -1.67594 -2.93282 0.1 0.3 0.2 0.00
H 3.31371 -1.18535 -0.34272 0.4 -0.6 0.6 0.02
H 4.49983 -0.37663 -1.29598 0.7 0.1 0.3 0.00
C -2.91581 4.11604 -1.61186 2.6 0.9 -2.7 0.00
F -3.88342 3.23068 -1.91907 0.0 0.2 0.5 0.00
F -3.00889 4.59621 -0.42524 -1.5 0.7 2.1 0.00
F -1.71586 3.43873 -1.56667 -1.0 -0.2 -0.6 0.00
S -2.76237 5.51727 -2.99175 2.0 0.2 -3.5 0.00
O -2.12324 4.70161 -4.07201 -0.7 0.1 1.7 0.00
O -4.08793 5.94851 -3.41489 -0.1 -0.6 1.4 0.00
O -1.87002 6.60325 -2.56714 -1.3 -1.6 0.9 0.00
C 1.03872 0.74671 -0.18960 -4.2 -2.3 0.9 -0.03
F 1.83420 0.46882 -1.16309 2.6 -0.6 -1.7 0.00
F 1.62380 1.31876 0.81765 0.8 0.1 0.6 0.00
F 0.09138 1.49593 -0.68516 -0.9 1.4 -0.2 0.00
S 0.00811 -0.88564 0.30484 3.6 -0.6 1.3 0.02
O 1.00466 -1.98357 0.30015 -0.6 1.3 -0.4 -0.01
O -0.42962 -0.50980 1.62907 -0.5 0.4 0.9 -0.01
O -1.09159 -1.08052 -0.57812 -1.1 0.2 -1.7 0.01
C 3.62389 3.82799 -1.39058 -3.3 0.1 3.3 0.00
F 4.25042 4.16096 -2.46343 1.3 -0.2 -0.9 0.00
F 3.73339 2.50134 -1.05926 0.7 -0.1 -1.1 0.00
F 4.11353 4.44771 -0.28382 0.4 0.2 -1.1 0.00
S 1.75769 4.22274 -1.49680 -1.0 4.4 -0.4 0.00
O 1.29780 3.32955 -2.56539 0.5 -0.8 -0.2 0.00
O 1.18953 4.03040 -0.18848 0.7 -1.4 0.0 0.00
O 1.70188 5.66494 -1.84617 1.0 -2.7 -0.2 0.00

[2]
18
Properties=species:S:1:pos:R:3:forces:R:3:nbo_charge:R:1 method="wB97M-V/def2-TZVPD" e_lumo_ev=-10.015 e_above_lowest_ev=5.268 total_energy_ev=-7300.4662 charge=+2 fmax_ev_per_a=4.026
C -0.50697 0.65844 0.40035 -2.7 0.9 1.3 0.18
C -0.60688 0.76425 -1.04771 1.9 1.9 0.1 -0.61
C 0.61852 -0.09884 -1.27834 1.3 -1.9 -1.1 -0.08
C 1.60690 -0.55981 -0.39406 -3.0 2.5 -0.9 -0.10
N 1.78636 -1.99958 -0.40604 3.3 0.1 -0.3 -0.70
N -2.37513 1.31426 2.00271 -0.7 -0.2 1.6 -1.01
H -0.72902 -0.28596 0.86600 0.2 -0.2 0.1 0.22
H -0.38553 1.49549 1.07680 1.2 0.0 -0.1 0.27
H -1.56689 0.41387 -1.45461 0.5 -0.7 -0.2 0.35
H -0.44150 1.76254 -1.49685 -0.3 -0.1 0.6 0.31
H 0.72730 -0.52110 -2.29943 -1.2 -0.9 0.6 0.26
H 2.21983 0.15032 0.15771 -0.3 -0.8 1.1 0.29
H 1.45862 -2.48267 0.43960 -0.9 0.2 -0.3 0.47
H 1.41878 -2.36528 -1.29214 -0.2 -0.6 0.3 0.47
H 2.80104 -2.22630 -0.32839 -0.2 -0.1 -0.6 0.47
H -3.16012 1.97216 1.91716 0.4 0.1 -0.7 0.41
H -2.86081 0.55084 2.49528 0.0 -0.5 -0.9 0.40
H -1.93301 1.65544 2.86849 0.6 0.5 -0.6 0.39

[3]
26
Properties=species:S:1:pos:R:3:forces:R:3:nbo_charge:R:1 method="wB97M-V/def2-TZVPD" e_lumo_ev=-2.955 e_above_lowest_ev=0.687 total_energy_ev=-26016.1625 charge=+1 fmax_ev_per_a=2.251
Cs -1.57691 0.55546 0.23769 0.1 -0.2 0.1 0.99
C 4.40468 -2.58202 1.05636 -0.7 0.3 -1.2 -0.42
C 4.54286 -1.35074 0.06196 -1.2 -1.4 0.1 -0.40
C 3.26086 -1.30358 -0.86106 0.9 -0.1 0.6 -0.65
S 1.92477 -2.13561 0.06710 0.5 0.2 0.5 2.07
O 1.69644 -3.36969 -0.67379 -0.4 1.0 1.0 -0.91
O 0.80024 -1.19150 0.37098 1.6 -1.5 -0.4 -1.01
C 2.99555 -2.53686 1.61776 -0.3 1.1 -0.1 -0.59
H 5.22038 -2.55953 1.77901 -0.4 0.0 0.2 0.24
H 4.43449 -3.53480 0.52776 0.6 0.1 -0.4 0.22
H 5.47779 -1.52583 -0.47035 -0.2 0.6 -0.3 0.24
H 4.50397 -0.39661 0.58753 0.6 -0.2 0.3 0.21
H 3.35697 -1.88532 -1.77781 0.0 0.0 0.1 0.26
H 3.00595 -0.27136 -1.10116 -0.2 -0.2 0.1 0.24
H 2.64497 -3.41975 2.15228 -0.2 -0.1 -0.5 0.26
H 2.98166 -1.70055 2.31668 -0.7 0.2 -0.1 0.23
C -5.52060 3.40992 -0.47184 0.2 -0.5 1.6 -0.11
C -4.06502 3.03952 -0.74086 0.1 1.3 0.2 -0.09
O -3.91077 1.70152 -1.06573 0.2 -1.1 -0.7 -0.75
O -5.99931 2.51587 0.58590 0.3 0.8 -1.1 -0.72
H -6.17860 3.34663 -1.33852 0.3 -0.3 -0.3 0.18
H -5.58752 4.44043 -0.12302 0.1 0.1 0.0 0.19
H -3.36168 3.20042 0.07616 -0.7 0.1 0.9 0.16
H -3.58968 3.72111 -1.44626 -0.5 0.0 -0.8 0.18
H -4.53598 1.48003 -1.75975 -0.1 -0.2 -0.1 0.49
H -6.92549 2.35285 0.39297 -0.1 -0.1 0.2 0.48

[4]
23
Properties=species:S:1:pos:R:3:forces:R:3:mulliken_spin:R:1 method="wB97M-V/def2-TZVPD" e_lumo_ev="0.922 / -2.766" spin_multiplicity=3 e_above_lowest_ev=1.947 s_squared=2.0272 total_energy_ev=-26585.8630 charge=0 fmax_ev_per_a=6.740
C 3.32803 -0.72175 -0.09543 0.3 -1.0 -2.2 0.58
C 2.49856 -1.08029 -1.15548 -3.2 0.5 0.5 -0.12
C 2.77770 0.01285 0.93487 -2.2 2.9 5.7 0.21
C 1.13064 -0.81633 -1.20495 6.1 0.6 2.5 0.47
C 1.45723 0.39563 0.99620 2.7 -0.5 0.3 0.09
C 0.66269 0.03671 -0.14026 -4.3 2.3 1.9 0.40
C -2.38789 1.57712 -0.85715 1.5 -0.2 1.0 0.00
C -2.43313 1.76710 0.64521 -0.4 2.0 -0.8 0.01
C -0.82817 0.28655 -0.03738 -0.5 -2.4 0.0 0.07
C -1.49042 -1.40315 0.18964 1.1 2.3 -1.3 0.14
N -1.46478 0.77205 -1.21370 -1.0 0.5 -0.8 0.03
O -1.30686 1.06662 1.04239 1.2 -0.7 0.9 0.00
Cl -3.18287 -1.60813 -0.25120 0.1 0.1 0.4 0.03
H 4.29485 -1.12707 -0.07491 1.2 -0.3 0.2 0.03
H 2.87572 -1.73117 -1.84172 1.1 -1.5 -2.1 0.00
H 3.31393 0.23898 1.91273 -0.1 -0.3 -1.7 0.01
H 0.59483 -1.15868 -1.95629 -2.7 -1.3 -3.2 0.04
H 1.13061 0.95835 1.89628 -0.2 -0.6 -1.1 0.02
H -3.08539 2.09897 -1.46211 -0.3 0.1 -1.0 0.00
H -2.38057 2.90431 1.01150 -0.2 -2.5 -0.8 0.00
H -3.39151 1.28838 0.88857 0.1 0.2 0.9 0.00
H -1.20692 -1.67956 1.16067 -0.5 0.0 1.8 -0.01
H -0.90626 -2.07750 -0.38750 0.3 -0.3 -1.1 -0.01

[5]
15
Properties=species:S:1:pos:R:3:forces:R:3:nbo_charge:R:1 method="wB97M-V/def2-TZVPD" e_lumo_ev=0.104 e_above_lowest_ev=3.374 total_energy_ev=-8291.6223 charge=0 fmax_ev_per_a=0.460 smiles="C[C@]1(N)C=C=CN1"
C 0.89227 -1.13111 -0.51377 0.0 -0.1 -0.1 -0.60
C -0.02746 0.09911 -0.34387 0.1 -0.1 0.2 0.17
N -0.57119 0.65808 -1.56814 0.2 0.1 0.0 -0.83
C 0.76124 0.93484 0.65049 0.2 0.1 0.1 -0.21
C 0.32346 0.88685 1.94508 -0.2 0.1 -0.4 -0.41
C -0.92990 0.18518 1.73323 -0.2 -0.1 0.0 0.17
N -1.15101 -0.27450 0.51448 0.1 0.1 0.3 -0.52
H 0.48815 -1.88754 -1.19063 -0.1 0.1 0.0 0.21
H 1.89140 -0.83504 -0.85198 -0.3 0.0 -0.1 0.22
H 1.02404 -1.56997 0.48110 -0.1 0.0 -0.3 0.24
H -0.78032 1.64247 -1.41513 0.0 -0.2 -0.1 0.37
H 0.07810 0.60776 -2.34437 0.0 -0.1 0.1 0.37
H 1.71954 1.31378 0.28515 -0.1 0.0 0.2 0.19
H -1.69765 -0.00398 2.48524 0.1 0.1 -0.1 0.20
H -2.02070 -0.62593 0.13311 0.2 -0.1 0.2 0.42

[6]
19
Properties=species:S:1:pos:R:3:forces:R:3:nbo_charge:R:1 method="wB97M-V/def2-TZVPD" e_lumo_ev="0.006 / 0.007" e_above_lowest_ev=3.449 total_energy_ev=-47929.7241 charge=-1 fmax_ev_per_a=5.310
C -0.71116 -0.45751 -0.77869 1.3 1.4 2.6 -0.28
C 1.39815 -1.15196 0.19938 0.1 -0.4 1.8 -0.27
C -0.99530 0.06320 0.55618 -1.8 0.7 -4.9 0.04
C 0.91129 -0.68735 1.47986 2.8 -2.1 -2.4 0.03
C 0.55713 -1.01665 -0.90541 0.6 -0.4 -0.3 -0.26
C 1.47571 4.31058 1.65124 -0.1 1.8 0.7 0.18
N -0.19745 -0.03570 1.55643 -1.5 0.8 2.7 -0.47
N 1.08236 2.84182 -0.79728 0.8 -0.2 1.7 -0.73
O 1.40218 5.44708 1.25135 0.1 -1.8 -0.1 -0.55
O 0.49280 -0.98804 -3.50757 -1.0 1.1 -1.1 -1.06
O 2.67749 -1.51274 -2.44917 -1.6 -0.1 0.3 -1.06
S 1.32631 3.53342 3.14917 0.1 -0.2 -1.4 -0.16
S 1.89126 2.75998 0.54478 -0.8 0.2 -1.0 0.85
S 1.17458 -1.78796 -2.49875 2.1 -0.7 0.9 1.50
H -1.23752 -0.09847 -1.64793 -0.5 -0.5 -0.1 0.24
H 2.39853 -1.67519 0.07233 -1.4 0.9 0.2 0.25
H -1.92613 0.70810 0.55150 1.0 -0.7 0.9 0.17
H 1.45757 -0.93823 2.40075 -0.1 0.5 -0.3 0.18
H 1.12755 1.90586 -1.23132 -0.1 0.0 -0.1 0.40